*a*
Computed, not measured: an isolated ion of composition C2H6NO2 and charge +1, with ωB97M-V/def2-TZVPD.

Each atom is followed by the atoms it is bonded to, with distances in Å.
CARTESIAN COORDINATES (ANGSTROEM)
1 C -0.05045 1.64957 -0.76062  O2 1.368, H6 1.214, H7 1.128, H8 1.032
2 O 0.21465 0.63439 0.11669  C1 1.368, N3 1.414
3 N -0.28758 -0.64608 -0.21013  O2 1.414, C4 1.459, O5 1.160
4 C -0.10313 -1.59224 0.88566  N3 1.459, H9 1.168, H10 1.109, H11 1.183
5 O -0.81937 -0.87745 -1.21441  N3 1.160
6 H 1.04390 1.99949 -1.15216  C1 1.214
7 H -0.58494 2.42287 -0.13679  C1 1.128
8 H -0.51785 1.40881 -1.64851  C1 1.032
9 H -1.07857 -1.65538 1.52540  C4 1.168
10 H 0.71506 -1.13256 1.47686  C4 1.109
11 H 0.02665 -2.62398 0.32216  C4 1.183

**Charge**: +1
**SMILES string**: CO[N+](C)=O
**Kohn-Sham gap**: 10.1 eV
**HOMO level**: -17.03 eV

*b*
Computed, not measured: an isolated ion of composition C2H6NO2 and charge +1, with ωB97M-V/def2-TZVPD.

Each atom is followed by the atoms it is bonded to, with distances in Å.
CARTESIAN COORDINATES (ANGSTROEM)
1 C -0.32317 0.63506 -0.35428  N3 1.503, O4 1.469, H6 1.058
2 C 2.00827 0.21708 0.18671  O4 1.277, O5 1.323, H7 1.132
3 N -1.54219 -0.19188 -0.05366  C1 1.503, H8 0.987, H9 1.096, H10 1.014
4 O 0.90756 -0.16667 -0.33468  C1 1.469, C2 1.277
5 O 3.26282 -0.15384 -0.01112  C2 1.323, H11 0.966
6 H -0.24175 1.35448 0.41695  C1 1.058
7 H 1.87149 1.11411 0.86404  C2 1.132
8 H -2.19797 0.54074 -0.14024  N3 0.987
9 H -1.57515 -0.84841 0.82279  N3 1.096
10 H -1.74091 -0.82609 -0.81957  N3 1.014
11 H 3.41389 -0.69623 -0.79664  O5 0.966

**Charge**: +1
**Kohn-Sham gap**: 8.2 eV
**HOMO level**: -12.52 eV

Most stable structure, least stable structure: *b*, *a*.

*a*
Computed, not measured: a 2-piece molecular cluster, C3H8NS3 overall, with ωB97M-V/def2-TZVPD.

Each atom is followed by the atoms it is bonded to, with distances in Å.
CARTESIAN COORDINATES (ANGSTROEM)
1 C -1.43470 -1.65850 -0.77471  N4 1.161, H9 1.043
2 C -2.66538 1.13375 -0.45785  S5 1.805, H8 1.046, H10 1.094, H11 1.078
3 C -0.36291 -0.04459 0.72817  N4 1.422, S5 1.770, H12 1.026, H13 1.165
4 N -0.69225 -1.22391 0.00502  C1 1.161, C3 1.422
5 S -0.89741 1.37362 -0.18706  C2 1.805, C3 1.770
6 S 4.41319 -0.00985 0.39782  S7 2.025, H14 1.397
7 S 6.24425 0.17200 -0.44675  S6 2.025, H15 1.361
8 H -2.69892 0.51330 -1.29961  C2 1.046
9 H -2.18439 -1.75494 -1.49345  C1 1.043
10 H -3.07297 2.00607 -0.97733  C2 1.094
11 H -3.06945 1.04992 0.53817  C2 1.078
12 H -0.73061 -0.25886 1.66173  C3 1.026
13 H 0.76650 -0.09615 1.00834  C3 1.165
14 H 4.90448 -0.50939 1.60668  S6 1.397
15 H 5.75774 0.15240 -1.71744  S7 1.361

**Charge**: +1
**Kohn-Sham gap**: 4.8 eV
**HOMO level**: -10.66 eV

*b*
Computed, not measured: an isolated ion of composition C3H8NS3 and charge +1, with ωB97M-V/def2-TZVPD.

Each atom is followed by the atoms it is bonded to, with distances in Å.
CARTESIAN COORDINATES (ANGSTROEM)
1 S -2.47288 -0.16571 -0.25744  N2 1.921, H8 1.383
2 N -0.61101 0.20627 0.03652  S1 1.921, S3 1.730, C4 1.520, C7 1.482
3 S -0.46198 1.17575 1.46127  N2 1.730, H9 1.416
4 C 0.34690 -0.96592 0.17066  N2 1.520, C5 1.576, H10 1.078, H11 1.050
5 C 1.76821 -0.32823 -0.07037  C4 1.576, S6 1.860, H12 1.052, H13 1.151
6 S 1.49910 1.33110 -0.86622  C5 1.860, C7 1.801
7 C -0.22491 0.92807 -1.19859  N2 1.482, S6 1.801, H14 1.145, H15 1.091
8 H -2.80164 -0.01897 1.07768  S1 1.383
9 H -0.85890 0.17542 2.38200  S3 1.416
10 H 0.11363 -1.65273 -0.62667  C4 1.078
11 H 0.24375 -1.50052 1.06846  C4 1.050
12 H 2.21046 0.00046 0.82603  C5 1.052
13 H 2.42766 -1.01917 -0.71339  C5 1.151
14 H -0.20190 0.11903 -2.00873  C7 1.145
15 H -0.97648 1.71516 -1.28121  C7 1.091

**Charge**: +1
**SMILES string**: S[N+]1(S)CCSC1
**Kohn-Sham gap**: 8.3 eV
**HOMO level**: -13.30 eV

Most stable structure, least stable structure: *b*, *a*.

*a*
Computed, not measured: the molecule C4H10OSi, with ωB97M-V/def2-TZVPD.

Each atom is followed by the atoms it is bonded to, with distances in Å.
CARTESIAN COORDINATES (ANGSTROEM)
1 C -1.48170 -2.15477 0.08336  C2 1.334, H7 1.030, H8 1.155
2 C -0.98535 -1.02786 -0.42858  C1 1.334, C3 1.491, H9 1.102
3 C -0.55070 0.16177 0.35880  C2 1.491, C4 1.547, O5 1.765, H10 1.049
4 C -1.27018 1.48518 0.00802  C3 1.547, H11 1.020, H12 1.125, H13 1.015
5 O 0.97854 0.56950 -0.42335  C3 1.765, Si6 1.670
6 Si 2.59004 0.36643 -0.03483  O5 1.670, H14 1.639, H15 1.490, H16 1.456
7 H -1.74911 -2.95279 -0.51071  C1 1.030
8 H -1.63507 -2.23763 1.22491  C1 1.155
9 H -0.78527 -1.03912 -1.51225  C2 1.102
10 H -0.24751 -0.02805 1.34476  C3 1.049
11 H -1.99544 1.58034 0.71835  C4 1.020
12 H -0.61936 2.36910 0.25520  C4 1.125
13 H -1.38982 1.56749 -0.99676  C4 1.015
14 H 3.07212 1.51794 -1.09664  Si6 1.639
15 H 3.42009 -0.82013 -0.38402  Si6 1.490
16 H 2.64871 0.64259 1.39374  Si6 1.456

**SMILES string**: C=C[C@H](C)O[SiH3]
**Kohn-Sham gap**: 10.5 eV
**HOMO level**: -9.74 eV

*b*
Computed, not measured: a 2-piece molecular cluster, C4H10OSi overall, with ωB97M-V/def2-TZVPD.

Each atom is followed by the atoms it is bonded to, with distances in Å.
CARTESIAN COORDINATES (ANGSTROEM)
1 O 1.99990 0.48481 0.01063  Si2 1.498
2 Si 2.64087 -0.80492 0.42314  O1 1.498, H3 1.500, H4 1.421
3 H 3.34499 -0.99987 1.73358  Si2 1.500
4 H 2.49395 -2.09520 -0.15361  Si2 1.421
5 C -0.50207 -1.38222 0.78659  C6 1.454, H9 1.108, H10 1.054, H11 1.095
6 C -0.83774 -0.34894 -0.18040  C5 1.454, C7 1.309, H12 1.118
7 C -0.81158 0.94887 -0.01147  C6 1.309, C8 1.476, H13 1.122
8 C -1.30649 1.81982 -1.09516  C7 1.476, H14 1.106, H15 1.079, H16 1.128
9 H -0.01261 -0.88693 1.64876  C5 1.108
10 H 0.17340 -2.11597 0.44434  C5 1.054
11 H -1.45916 -1.79430 1.12380  C5 1.095
12 H -1.12302 -0.77411 -1.17481  C6 1.118
13 H -0.63526 1.56244 0.91082  C7 1.122
14 H -0.50123 1.83814 -1.85309  C8 1.106
15 H -2.15631 1.62089 -1.72984  C8 1.079
16 H -1.30765 2.92748 -0.88327  C8 1.128

**SMILES string**: O=[SiH2].C/C=C/C
**Kohn-Sham gap**: 8.3 eV
**HOMO level**: -8.64 eV

Most stable structure, least stable structure: *b*, *a*.

*a*
Computed, not measured: a 2-piece molecular cluster, C17H19N3O2S overall, with ωB97M-V/def2-TZVPD.

Each atom is followed by the atoms it is bonded to, with distances in Å.
CARTESIAN COORDINATES (ANGSTROEM)
1 C -2.33087 -0.90850 2.88644  C2 1.520, H40 0.900, H41 1.175, H42 1.251
2 C -2.93862 -0.96204 1.49452  C1 1.520, N3 1.300, C6 1.315
3 N -4.23427 -0.92423 1.39970  C2 1.300, O4 1.397
4 O -4.68180 -1.13387 0.09272  N3 1.397, C5 1.398
5 C -3.60789 -1.29601 -0.78731  O4 1.398, C6 1.458, C36 1.310
6 C -2.58825 -1.07742 0.23235  C2 1.315, C5 1.458, C7 1.416
7 C -1.21098 -1.22550 -0.05968  C6 1.416, O8 1.332, N9 1.438
8 O -0.76203 -2.00898 -1.03840  C7 1.332
9 N -0.30007 -0.13459 0.16021  C7 1.438, C10 1.477, C23 1.578
10 C 1.14215 -0.45122 0.15277  N9 1.477, N11 1.394, S18 1.694
11 N 1.92283 0.52255 0.77357  C10 1.394, C12 1.387
12 C 3.14016 -0.05284 0.43985  N11 1.387, C13 1.416, C17 1.571
13 C 4.43698 0.22849 0.93414  C12 1.416, C14 1.256
14 C 5.64021 -0.09864 0.77938  C13 1.256, C15 1.574, H21 0.946
15 C 5.66526 -1.34495 -0.18169  C14 1.574, C16 1.369, H20 1.014
16 C 4.45375 -1.93050 -0.43617  C15 1.369, C17 1.222, H19 1.118
17 C 3.34580 -1.46700 -0.21166  C12 1.571, C16 1.222, S18 1.779
18 S 1.66619 -1.83839 -0.66722  C10 1.694, C17 1.779
19 H 4.66737 -2.67641 -1.24166  C16 1.118
20 H 6.60337 -1.72818 -0.15898  C15 1.014
21 H 6.48924 0.23135 1.03562  C14 0.946
22 H 4.24045 1.38830 1.81974  no bonds
23 C -0.65449 1.26212 0.80382  N9 1.578, H24 1.122, C25 1.802, H35 1.120
24 H 0.03979 1.50406 1.65132  C23 1.122
25 C -0.74760 2.37861 -0.60772  C23 1.802, C26 1.497, C30 1.382, H34 1.007
26 C 0.66413 2.42890 -1.10414  C25 1.497, H27 0.937, H28 0.982, H29 1.055
27 H 0.52243 3.07347 -1.76859  C26 0.937
28 H 0.86756 1.69081 -1.71891  C26 0.982
29 H 1.30684 2.54623 -0.27545  C26 1.055
30 C -1.81772 1.83320 -1.29075  C25 1.382, H31 1.056, H32 1.246, H33 1.047
31 H -2.80138 1.88689 -0.90997  C30 1.056
32 H -1.96500 2.63424 -2.23387  C30 1.246
33 H -1.59948 0.98020 -1.85777  C30 1.047
34 H -1.02794 3.01654 0.11901  C25 1.007
35 H -1.65163 0.99653 1.23827  C23 1.120
36 C -3.71625 -1.03713 -2.06686  C5 1.310, H37 1.281, H38 1.078, H39 0.973
37 H -4.57736 -1.87097 -2.51834  C36 1.281
38 H -2.84581 -1.64793 -2.24204  C36 1.078
39 H -3.94410 -0.21815 -2.54011  C36 0.973
40 H -1.44622 -1.02508 2.76882  C1 0.900
41 H -2.76076 -1.69655 3.64428  C1 1.175
42 H -2.60399 0.15259 3.49077  C1 1.251

**Kohn-Sham gap**: 7.4 eV
**HOMO level**: -7.75 eV

*b*
Computed, not measured: the molecule C17H19N3O2S, with ωB97M-V/def2-TZVPD.

Each atom is followed by the atoms it is bonded to, with distances in Å.
CARTESIAN COORDINATES (ANGSTROEM)
1 C -1.07336 -0.65840 -4.21659  C2 1.527, H24 1.105, H25 1.054, H26 1.088
2 C -0.72260 -1.92997 -3.44700  C1 1.527, C3 1.555, C4 1.550, C5 1.540
3 C 0.51339 -2.69003 -4.00575  C2 1.555, H27 1.092, H28 1.133, H29 1.074
4 C -1.95473 -2.86029 -3.58023  C2 1.550, H30 1.087, H31 1.099, H32 1.088
5 C -0.43306 -1.60396 -1.97047  C2 1.540, C6 1.419, C23 1.409
6 C 0.69759 -0.78726 -1.70890  C5 1.419, C7 1.404, H33 1.052
7 C 0.98711 -0.37691 -0.39815  C6 1.404, C8 1.414, H34 1.051
8 C 0.21642 -0.77420 0.71867  C7 1.414, C9 1.524, C22 1.407
9 C 0.58116 -0.31696 2.12579  C8 1.524, N10 1.478, H35 1.077, H36 1.097
10 N -0.22221 0.86907 2.49165  C9 1.478, N11 1.367, S19 1.720
11 N -1.36148 0.77046 3.24035  N10 1.367, N12 1.289
12 N -2.17092 1.74683 3.47320  N11 1.289, C13 1.416
13 C -2.04825 3.03411 2.89529  N12 1.416, C14 1.372, C18 1.398
14 C -3.15637 3.84359 2.90398  C13 1.372, C15 1.402, H37 1.070
15 C -3.13605 5.11319 2.31046  C14 1.402, C16 1.371, H38 1.076
16 C -1.97797 5.59375 1.75482  C15 1.371, C17 1.408, H39 1.076
17 C -0.82818 4.78058 1.75800  C16 1.408, C18 1.396, H40 1.083
18 C -0.85632 3.51495 2.34578  C13 1.398, C17 1.396, S19 1.826
19 S 0.57987 2.38824 2.39752  N10 1.720, C18 1.826, O20 1.493, O21 1.467
20 O 1.44289 2.66415 3.58420  S19 1.493
21 O 1.38096 2.47071 1.17090  S19 1.467
22 C -0.89471 -1.58717 0.42844  C8 1.407, C23 1.415, H41 1.083
23 C -1.24775 -1.98107 -0.88403  C5 1.409, C22 1.415, H42 1.089
24 H -0.25590 0.08561 -4.21305  C1 1.105
25 H -1.20896 -0.90384 -5.23225  C1 1.054
26 H -1.97750 -0.17729 -3.84910  C1 1.088
27 H 0.81973 -3.47325 -3.30949  C3 1.092
28 H 1.36935 -1.96012 -4.13830  C3 1.133
29 H 0.26994 -3.16811 -4.93569  C3 1.074
30 H -2.15789 -3.05751 -4.62956  C4 1.087
31 H -2.82581 -2.35719 -3.13857  C4 1.099
32 H -1.76138 -3.78234 -3.03658  C4 1.088
33 H 1.32068 -0.44109 -2.48201  C6 1.052
34 H 1.81308 0.26323 -0.28361  C7 1.051
35 H 0.43629 -1.12276 2.82614  C9 1.077
36 H 1.63792 -0.03691 2.21985  C9 1.097
37 H -4.06385 3.44181 3.30367  C14 1.070
38 H -4.04250 5.69377 2.30949  C15 1.076
39 H -1.94438 6.55706 1.27580  C16 1.076
40 H 0.08637 5.16196 1.32186  C17 1.083
41 H -1.61024 -1.89599 1.17980  C22 1.083
42 H -2.18093 -2.53596 -0.97291  C23 1.089

**SMILES string**: CC(C)(C)c1ccc(CN2N=Nc3ccccc3S2(=O)=O)cc1
**Kohn-Sham gap**: 8.6 eV
**HOMO level**: -9.06 eV

*c*
Computed, not measured: the molecule C17H19N3O2S, with ωB97M-V/def2-TZVPD.

Each atom is followed by the atoms it is bonded to, with distances in Å.
CARTESIAN COORDINATES (ANGSTROEM)
1 C 4.79468 0.30208 -1.77018  C2 1.498, H24 1.091, H25 1.086, H26 1.089
2 C 3.52146 1.01372 -2.11277  C1 1.498, C3 1.386, C7 1.401
3 C 3.51962 2.35286 -2.46946  C2 1.386, C4 1.385, H27 1.080
4 C 2.34412 3.01082 -2.78970  C3 1.385, C5 1.383, H28 1.079
5 C 1.14501 2.32138 -2.77327  C4 1.383, C6 1.383, H29 1.080
6 C 1.12282 0.98321 -2.42668  C5 1.383, C7 1.391, H30 1.080
7 C 2.30050 0.32828 -2.08132  C2 1.401, C6 1.391, N8 1.403
8 N 2.30352 -1.03137 -1.73340  C7 1.403, C9 1.366, H31 1.013
9 C 1.24941 -1.77742 -1.28896  N8 1.366, S10 1.656, N11 1.351
10 S 1.11884 -3.35545 -1.77512  C9 1.656
11 N 0.37487 -1.22325 -0.42165  C9 1.351, C12 1.449, C23 1.450
12 C -0.78261 -1.99291 -0.01174  N11 1.449, C13 1.523, H32 1.093, H33 1.097
13 C -1.81810 -1.07108 0.61973  C12 1.523, N14 1.446, H34 1.092, H35 1.098
14 N -1.26812 -0.45022 1.80390  C13 1.446, C15 1.358, C22 1.451
15 C -1.95136 -0.09345 2.92197  N14 1.358, O16 1.217, C17 1.482
16 O -1.37571 0.31656 3.91330  C15 1.217
17 C -3.42874 -0.19490 2.87586  C15 1.482, C18 1.374, O21 1.349
18 C -4.36681 0.09848 1.91643  C17 1.374, C19 1.411, H36 1.070
19 C -5.62626 -0.06409 2.53217  C18 1.411, C20 1.363, H37 1.070
20 C -5.36459 -0.44114 3.81581  C19 1.363, O21 1.334, H38 1.072
21 O -4.05029 -0.51156 4.03026  C17 1.349, C20 1.334
22 C 0.17456 -0.29514 1.81535  N14 1.451, C23 1.523, H39 1.097, H40 1.093
23 C 0.68409 -0.06803 0.39849  N11 1.450, C22 1.523, H41 1.098, H42 1.092
24 H 5.05186 -0.41926 -2.54731  C1 1.091
25 H 5.61503 1.00885 -1.68082  C1 1.086
26 H 4.69443 -0.24002 -0.83063  C1 1.089
27 H 4.45641 2.89031 -2.49340  C3 1.080
28 H 2.36695 4.05527 -3.06006  C4 1.079
29 H 0.22576 2.82008 -3.04135  C5 1.080
30 H 0.19655 0.42861 -2.45066  C6 1.080
31 H 3.01413 -1.59184 -2.18754  N8 1.013
32 H -1.20132 -2.48152 -0.89567  C12 1.093
33 H -0.49406 -2.78312 0.69296  C12 1.097
34 H -2.70537 -1.64934 0.88521  C13 1.092
35 H -2.10852 -0.30684 -0.11344  C13 1.098
36 H -4.18996 0.41819 0.91041  C18 1.070
37 H -6.58654 0.08049 2.08178  C19 1.070
38 H -6.01161 -0.68224 4.63595  C20 1.072
39 H 0.65102 -1.18332 2.24873  C22 1.097
40 H 0.41424 0.55810 2.45437  C22 1.093
41 H 0.22484 0.83785 -0.01770  C23 1.098
42 H 1.76530 0.08239 0.42015  C23 1.092

**SMILES string**: Cc1ccccc1NC(=S)N1CCN(C(=O)c2ccco2)CC1
**Kohn-Sham gap**: 8.7 eV
**HOMO level**: -8.17 eV

Most stable structure, least stable structure: *c*, *a*.